C28H35BrMnN4O5S | ωB97M-V with the def2-TZVPD basis set

Positions of all 75 atoms, in Å:
Mn: 0.5363 -0.3324 0.0332
C: 1.9392 1.1690 -2.3755
O: 0.8699 0.2972 -2.0176
C: -0.2108 0.3412 -2.9582
C: -1.2167 1.4102 -2.6080
O: -1.8298 1.0312 -1.3943
C: -2.2098 2.0666 -0.5121
C: -1.5514 1.8008 0.8322
O: -0.1308 1.6662 0.7148
C: 0.5195 2.8853 0.4025
H: 2.2816 0.9256 -3.3846
H: 2.7479 1.0057 -1.6721
H: 1.6263 2.2167 -2.3451
H: -0.6915 -0.6344 -2.9188
H: 0.1986 0.5151 -3.9574
H: -1.9543 1.4935 -3.4159
H: -0.7239 2.3850 -2.5042
H: -3.2964 2.0777 -0.3801
H: -1.9184 3.0412 -0.9154
H: -1.8898 0.8530 1.2401
H: -1.7912 2.6116 1.5301
H: 0.2149 3.6607 1.1113
H: 0.2910 3.2261 -0.6120
H: 1.5889 2.7203 0.4950
N: -0.2705 -0.8981 1.5818
C: -0.7898 -1.3268 2.6336
C: 0.0368 -1.6911 3.8410
C: -0.2056 -2.8371 4.5925
C: 0.5892 -3.1465 5.6892
C: 1.6288 -2.3017 6.0561
C: 1.8774 -1.1539 5.3102
C: 1.0917 -0.8578 4.2061
C: -2.2872 -1.4267 2.7763
C: -2.9275 -1.3666 4.0111
C: -4.3145 -1.3895 4.0892
C: -5.0735 -1.4863 2.9329
C: -4.4407 -1.5545 1.6967
C: -3.0582 -1.5221 1.6162
H: -1.0310 -3.4853 4.3210
H: 0.3926 -4.0443 6.2620
H: 2.2370 -2.5326 6.9220
H: 2.6803 -0.4836 5.5942
H: 1.2875 0.0239 3.6043
H: -2.3402 -1.2857 4.9174
H: -4.8016 -1.3301 5.0546
H: -6.1545 -1.5117 2.9931
H: -5.0298 -1.6393 0.7916
H: -2.5470 -1.5684 0.6610
Br: 2.8513 -7.1940 -1.8975
C: 1.3183 -6.0926 -2.0050
C: 0.1655 -6.5770 -2.6058
N: -0.9445 -5.8551 -2.7141
C: -0.9312 -4.6204 -2.2191
C: 0.1780 -4.0551 -1.6032
C: 1.3366 -4.8103 -1.4932
C: 0.1172 -2.6561 -1.0662
O: -0.8937 -1.9656 -1.2254
O: 1.1577 -2.2156 -0.4717
H: 0.1427 -7.5814 -3.0124
H: -1.8411 -4.0400 -2.3062
H: 2.2166 -4.3898 -1.0270
C: 2.9873 -3.2922 2.5594
N: 2.8465 -2.1361 1.6869
C: 3.3710 -0.9351 1.7881
S: 2.8005 0.3727 0.8120
N: 4.3947 -0.6443 2.6094
C: 5.2149 -1.5246 3.4239
H: 2.1972 -3.9860 2.2812
H: 2.8313 -3.0187 3.6013
H: 3.9432 -3.8000 2.4372
H: 2.1217 -2.2143 0.9716
H: 4.6122 0.3369 2.6265
H: 5.6593 -2.3212 2.8277
H: 4.6629 -1.9599 4.2561
H: 6.0265 -0.9247 3.8291

Computed properties:
max |F| = 0.50 eV/Å
HOMO-LUMO gap (alpha / beta) = 7.03 / 7.30 eV
multiplicity = 2
net charge = 0
ΔE to the lowest compared entry with this formula, charge and spin = 10.0 kJ/mol